(1)
Here is a structure of composition C10H15Cl2FeNS from the OMol25 dataset. Energies are from wB97M-V/def2-TZVPD.

Computed properties:
E   -82369.1096 eV
ΔE to the lowest compared entry with this formula, charge and spin   37.0 kcal/mol
<S²>   8.7696
HOMO energy (alpha / beta)   -0.096 / -0.154 hartree

ORCA input file:
```
! wB97M-V def2-TZVPD RIJCOSX def2/J DEFGRID3
* xyz -1 6
Fe 1.58 -0.25 -0.74
Cl 0.19 -1.92 -0.76
Cl 1.60 1.49 0.49
C 2.98 -1.09 -0.36
H 3.90 -0.46 -0.19
H 3.04 -2.09 -0.88
C -0.72 1.35 -1.87
C 0.41 0.85 -2.34
H -0.61 2.20 -1.18
C 0.48 -0.22 -3.41
H 1.36 1.37 -2.10
C -0.84 -0.27 -4.19
H 1.36 -0.08 -4.07
H 0.57 -1.20 -2.90
C -2.04 -0.33 -3.25
H -0.92 0.63 -4.83
H -0.82 -1.12 -4.89
C -2.06 0.81 -2.16
H -2.96 -0.20 -3.85
H -2.03 -1.32 -2.74
H -2.81 1.59 -2.44
H -2.35 0.32 -1.19
S -2.07 -1.02 3.19
C -0.52 -0.68 3.93
C 0.39 -0.30 2.95
N -0.14 -0.29 1.68
C -1.41 -0.64 1.63
H -0.33 -0.74 4.99
H 1.43 -0.03 3.11
H -1.98 -0.76 0.71
*
```

=====

(2)
Here is a structure of composition C26H33CaN5O2S2 from the OMol25 dataset. Energies are from wB97M-V/def2-TZVPD.

Computed properties:
E   -79156.5616 eV
HOMO energy   -0.271 hartree

ORCA input file:
```
! wB97M-V def2-TZVPD RIJCOSX def2/J DEFGRID3
* xyz 0 1
Ca -1.44 -0.01 -0.18
C 2.96 -0.63 1.45
C 1.48 -0.77 1.26
N 0.84 -0.07 0.39
N 1.59 0.77 -0.47
C 1.02 1.90 -0.74
S -0.43 2.62 -0.14
S 1.97 2.85 -1.95
C 3.55 2.96 -1.07
C 3.48 3.84 0.14
C 3.20 3.29 1.39
C 3.10 4.11 2.51
C 3.29 5.48 2.39
C 3.57 6.03 1.15
C 3.66 5.21 0.03
C 0.76 -1.80 2.07
C 1.55 -2.79 2.67
C 1.03 -3.82 3.43
C -0.34 -3.87 3.64
C -1.16 -2.91 3.08
C -0.66 -1.87 2.27
O -1.50 -1.01 1.76
H 3.34 0.25 0.94
H 3.48 -1.50 1.04
H 3.21 -0.58 2.51
H 4.25 3.37 -1.80
H 3.88 1.95 -0.82
H 3.04 2.23 1.48
H 2.88 3.67 3.47
H 3.21 6.11 3.26
H 3.71 7.10 1.05
H 3.86 5.65 -0.94
H 2.62 -2.76 2.53
H 1.68 -4.56 3.87
H -0.78 -4.65 4.25
H -2.23 -2.92 3.24
N -1.21 0.11 -2.75
C -1.71 1.28 -3.48
C -3.22 1.19 -3.69
C -4.05 0.89 -2.45
C -3.94 1.93 -1.33
N -3.66 1.28 -0.04
H -0.19 0.10 -2.78
H -1.50 -0.76 -3.19
H -1.23 1.38 -4.46
H -1.44 2.16 -2.89
H -3.42 0.41 -4.44
H -3.55 2.13 -4.14
H -3.80 -0.09 -2.05
H -5.10 0.81 -2.77
H -4.85 2.53 -1.27
H -3.11 2.62 -1.52
H -4.44 0.68 0.23
H -3.57 1.97 0.70
O -3.27 -1.90 -0.13
C -2.93 -3.25 -0.38
C -1.44 -3.48 -0.52
C -0.88 -4.67 -0.08
C 0.48 -4.87 -0.25
C 1.23 -3.88 -0.85
C 0.59 -2.71 -1.23
N -0.72 -2.51 -1.07
H -2.87 -1.70 0.75
H -3.42 -3.53 -1.32
H -3.33 -3.90 0.40
H -1.50 -5.41 0.41
H 0.95 -5.78 0.10
H 2.30 -3.98 -1.00
H 1.15 -1.89 -1.67
*
```

=====

(3)
Here is a cluster of 2 separate species, C4H14N3 in total from the OMol25 dataset. Energies are from wB97M-V/def2-TZVPD.

Computed properties:
E   -8841.1150 eV
ΔE to the lowest compared entry with this formula, charge and spin   51.7 kcal/mol
<S²>   0.7504
HOMO energy (alpha / beta)   -0.117 / -0.288 hartree

ORCA input file:
```
! wB97M-V def2-TZVPD RIJCOSX def2/J DEFGRID3
* xyz 0 2
C 1.26 0.36 -1.37
C 1.42 -0.94 -1.09
N 2.49 -1.48 -0.32
N 0.34 0.87 -2.35
H 1.76 1.16 -0.78
H 0.82 -1.72 -1.58
H 2.21 -2.32 0.08
H 3.05 -0.84 0.29
H 0.02 0.12 -2.93
H 0.84 1.52 -2.94
C -2.14 0.05 0.28
N -1.60 0.64 1.53
C -0.18 0.29 1.79
H -3.21 0.27 0.23
H -1.61 0.51 -0.58
H -1.97 -1.04 0.31
H -2.17 0.28 2.31
H -1.72 1.66 1.53
H -0.13 -0.80 1.77
H 0.10 0.67 2.79
H 0.41 0.75 1.01
*
```

=====

(4)
Here is an isolated molecule of C2H9N3O from the OMol25 dataset. Energies are from wB97M-V/def2-TZVPD.

Computed properties:
E   -8737.1616 eV
Structure (SMILES)   NCN[C@H](N)O
ΔE to the lowest compared entry with this formula, charge and spin   29.5 kcal/mol
HOMO energy   -0.330 hartree

ORCA input file:
```
! wB97M-V def2-TZVPD RIJCOSX def2/J DEFGRID3
* xyz 0 1
N -1.99 0.40 0.30
C -1.15 -0.68 0.69
N -0.03 -0.89 -0.21
C 1.04 0.05 0.04
N 0.69 1.31 -0.56
O 2.27 -0.49 -0.36
H -2.65 0.13 -0.42
H -1.44 1.24 0.14
H -1.72 -1.61 0.76
H -0.58 -0.33 1.71
H 0.34 -1.83 -0.08
H 1.00 0.18 1.23
H 0.59 1.21 -1.56
H 1.40 2.00 -0.36
H 2.22 -0.69 -1.31
*
```

=====

(5)
Here is an isolated molecule of C17H16BrNO4S from the OMol25 dataset. Energies are from wB97M-V/def2-TZVPD.

Computed properties:
E   -108444.5213 eV
Structure (SMILES)   Cc1ccc(NC(=O)COC(=O)CCC(=O)c2cccs2)c(Br)c1
ΔE to the lowest compared entry with this formula, charge and spin   0.0 kcal/mol
HOMO energy   -0.321 hartree

ORCA input file:
```
! wB97M-V def2-TZVPD RIJCOSX def2/J DEFGRID3
* xyz 0 1
C 5.07 -2.55 -4.84
C 4.04 -2.42 -3.87
C 4.36 -2.58 -2.52
C 3.33 -2.55 -1.54
C 1.96 -2.43 -1.83
N 0.94 -2.44 -0.84
C 1.01 -2.17 0.48
O 1.97 -1.82 1.16
C -0.25 -2.46 1.23
O -0.79 -1.43 2.10
C -1.39 -0.45 1.41
O -1.64 -0.41 0.20
C -1.94 0.78 2.22
C -1.13 2.07 2.23
C -1.82 3.17 3.11
O -1.31 3.20 4.25
C -3.10 3.98 2.73
C -3.85 4.91 3.46
C -5.02 5.41 2.88
C -5.26 4.68 1.71
S -3.83 3.77 1.17
C 1.66 -2.10 -3.17
Br -0.20 -1.76 -3.82
C 2.61 -2.31 -4.11
H 6.05 -2.16 -4.46
H 5.12 -3.63 -5.05
H 4.84 -2.01 -5.71
H 5.34 -2.82 -2.20
H 3.57 -2.59 -0.46
H -0.05 -2.32 -1.15
H -1.15 -2.69 0.57
H 0.01 -3.24 1.91
H -2.87 1.02 1.71
H -2.10 0.23 3.14
H -0.84 2.44 1.22
H -0.19 1.92 2.80
H -3.58 5.23 4.44
H -5.72 5.99 3.50
H -6.14 4.72 1.08
H 2.25 -2.17 -5.17
*
```